[1]
DFT (ωB97M-V/def2-TZVPD) results for C39H60BInN6O4Si3 as an isolated structure at a distorted geometry.

Frontier orbital gap in eV: 6.80
Lowest unoccupied orbital energy in eV: -0.9
Net charge: 0
HOMO in eV: -7.70

The geometry in XYZ format:
```
114
Properties=species:S:1:pos:R:3:forces:R:3:mulliken_charge:R:1
In 0.853 -0.010 -0.459 -0.3 -0.4 -0.5 -0.6268
O -2.265 4.813 3.697 0.3 -0.3 -0.1 -0.7116
C -2.957 3.925 3.173 -1.7 0.7 0.7 0.1979
O -4.225 3.820 3.151 2.0 -0.6 -0.6 -0.7442
C -2.118 2.851 2.443 0.3 -0.1 -0.3 -0.4632
C -0.786 2.579 2.770 0.8 0.5 0.1 -0.4574
C -0.020 1.777 1.944 -0.5 -0.1 -0.1 0.1810
N -0.571 1.094 0.912 1.1 0.3 0.8 0.4795
C -1.866 1.208 0.693 -1.1 0.8 0.5 0.8233
C -2.645 2.161 1.358 0.5 0.1 0.8 -1.0143
C -2.466 0.147 -0.105 -0.3 -1.2 -2.1 0.2719
C -3.837 -0.095 -0.195 0.5 -0.7 -0.3 -1.0743
C -4.328 -1.199 -0.879 1.8 0.4 0.3 -1.0597
C -3.399 -2.073 -1.442 0.7 0.2 0.1 -1.5251
C -2.020 -1.804 -1.383 -1.8 2.6 0.7 -0.2495
N -1.612 -0.617 -0.799 0.3 -2.1 -0.4 1.1861
C 1.428 1.552 2.183 0.2 1.3 0.3 0.4785
C 2.178 2.289 3.131 -0.8 -1.0 -0.4 -0.8248
C 3.484 1.990 3.382 0.3 -1.1 -1.4 -0.9106
C 4.042 0.943 2.609 0.3 0.9 1.2 -1.0768
C 3.283 0.385 1.634 1.7 -0.9 -1.9 0.1398
N 2.049 0.726 1.360 -1.2 -0.1 0.4 0.6019
H -0.253 3.076 3.593 -0.8 -0.1 -0.3 0.3842
H -3.675 2.418 1.210 -0.5 -0.4 -0.5 0.7154
H -4.501 0.550 0.284 -1.0 1.0 0.8 0.7679
H -5.373 -1.388 -0.917 -0.7 -0.1 -0.1 0.5923
H -3.750 -2.943 -1.953 0.0 -0.5 -0.2 0.5489
H -1.321 -2.447 -1.895 0.3 0.2 0.2 0.4841
H 1.755 3.080 3.679 -0.8 0.8 0.5 0.6387
H 4.012 2.629 4.054 0.6 -0.1 0.4 0.4678
H 5.056 0.593 2.661 0.3 0.2 0.4 0.5403
H 3.780 -0.271 0.885 -0.5 0.3 0.9 0.0947
N -2.374 -1.665 4.379 -0.8 0.1 1.1 -0.4892
C -3.368 -0.757 3.712 0.2 -0.3 1.4 0.4786
C -4.371 -1.567 2.960 -0.5 -0.2 -1.6 0.3182
C -5.455 -2.241 3.801 -0.7 1.1 0.8 -0.9834
N -5.024 -3.384 4.597 0.7 0.6 0.3 -0.5010
H -2.783 -2.140 5.240 0.5 0.9 -1.7 0.2746
H -1.588 -1.109 4.705 -0.1 -0.1 0.1 0.2084
H -2.838 -0.099 3.015 0.1 -0.1 0.2 -0.5906
H -3.977 -0.105 4.399 0.9 -0.3 -0.3 0.3553
H -3.837 -2.306 2.331 -0.2 0.1 0.3 0.0045
H -4.798 -0.851 2.209 -0.3 -0.7 0.7 -0.0725
H -6.347 -2.493 3.245 -0.1 -0.1 -0.9 0.3876
H -5.891 -1.482 4.514 0.8 -0.5 -0.4 0.3575
H -4.775 -4.200 4.064 -0.1 -0.1 -0.2 0.1839
H -5.754 -3.601 5.248 -0.2 -0.4 0.2 0.2160
C 2.039 -1.568 -3.291 -0.3 -0.7 -2.1 -0.8969
Si 2.906 0.041 -2.937 0.0 -0.2 1.2 -0.0397
C 4.211 -0.657 -1.732 -0.9 -0.5 -1.1 -0.6458
C 3.797 0.701 -4.415 -0.6 0.7 -0.7 -1.1637
C 1.652 1.201 -2.167 -0.7 0.9 -0.5 1.3817
Si 2.454 2.897 -1.734 0.7 -0.3 -0.1 0.6829
C 2.662 4.258 -3.112 -0.6 -0.8 0.2 -1.1707
C 4.295 2.636 -1.310 0.6 -0.1 -0.7 -1.1017
C 1.830 3.766 -0.211 -1.5 0.7 0.7 -0.4704
Si 0.167 1.520 -3.362 -0.9 -0.8 1.2 0.1106
C -0.643 -0.148 -3.882 -0.3 0.2 0.7 -0.7733
C 0.515 2.412 -4.925 0.3 1.3 -0.9 -1.2525
C -1.141 2.623 -2.467 1.9 0.9 0.2 0.3334
C -2.485 2.414 -2.424 -0.8 -0.1 -0.5 -0.0816
C -3.351 3.436 -2.107 1.1 -0.2 0.3 -0.7641
C -2.789 4.592 -1.612 -2.1 0.8 0.1 -0.7406
C -1.456 4.726 -1.503 2.6 -0.8 -0.7 -0.3730
N -0.624 3.799 -2.027 -0.1 -0.2 0.4 -0.1141
H 2.816 -2.318 -3.471 0.0 -0.1 0.2 0.4991
H 1.459 -1.580 -4.254 0.5 0.2 0.9 0.2890
H 1.365 -1.947 -2.532 0.0 0.0 0.2 -0.0099
H 4.739 -1.477 -2.211 0.1 -0.1 -0.4 0.4544
H 3.654 -1.163 -0.981 -0.6 -0.5 1.0 -0.3803
H 4.932 -0.063 -1.264 1.0 1.2 0.6 0.5649
H 4.756 0.232 -4.429 0.9 -0.2 -0.1 0.4688
H 3.932 1.804 -4.406 -0.1 -0.7 -0.1 0.2574
H 3.295 0.381 -5.341 0.0 0.3 0.1 0.3988
H 1.671 4.603 -3.414 0.1 0.1 0.0 0.2682
H 3.191 3.939 -4.037 -0.1 0.3 0.8 0.2417
H 3.152 5.099 -2.591 0.1 -0.3 -0.4 0.4409
H 4.811 2.149 -2.183 -0.3 0.1 0.9 0.2808
H 4.613 2.162 -0.344 -0.4 0.4 -0.9 0.1411
H 4.675 3.672 -1.384 0.1 -0.3 0.5 0.4460
H 1.946 4.849 -0.424 0.1 -0.4 0.3 0.5881
H 2.407 3.506 0.682 0.2 0.2 -0.2 0.2723
H 0.744 3.673 0.080 1.1 -0.1 -0.5 -0.3792
H -0.216 -0.568 -4.781 0.3 0.1 -0.3 0.7354
H -1.726 -0.096 -4.091 0.3 0.2 0.3 0.4364
H -0.484 -0.883 -3.079 -0.2 0.3 -0.5 -0.3524
H 1.526 2.142 -5.172 0.7 0.0 -0.4 0.3052
H 0.492 3.521 -4.912 0.0 -0.6 0.4 0.3635
H -0.077 2.151 -5.807 -0.2 -0.4 0.3 0.3965
H -2.827 1.490 -2.803 -0.7 -0.9 -0.2 0.3300
H -4.389 3.306 -2.237 -1.1 0.0 0.0 0.5570
H -3.395 5.444 -1.366 -0.4 0.1 0.3 0.4570
H -0.966 5.602 -1.072 -0.3 -0.1 -0.1 0.4461
C -0.317 -5.363 0.808 -0.8 -0.3 0.7 -2.1280
C 0.739 -4.377 0.448 1.2 -0.2 0.1 1.3633
C 1.632 -4.941 -0.676 -0.3 -0.1 0.1 -1.9230
O 0.125 -3.186 -0.039 -0.3 0.3 -0.5 0.5792
B 1.013 -2.173 0.194 -0.5 1.3 -0.8 -0.3207
O 2.017 -2.502 1.020 0.4 -1.3 1.5 -0.5597
C 1.606 -3.807 1.620 -0.8 -0.2 -0.7 1.5200
C 2.775 -4.656 1.964 0.5 -0.5 0.9 -2.0084
C 0.770 -3.572 2.877 0.9 1.5 0.0 -1.7563
H -0.923 -5.643 -0.030 -0.4 0.3 -0.7 0.5198
H -0.980 -5.084 1.622 -0.1 0.5 -0.1 0.3490
H 0.060 -6.307 1.119 0.9 -0.8 0.4 0.4533
H 1.084 -4.825 -1.618 0.1 -0.4 0.1 0.3822
H 1.908 -5.982 -0.470 -0.3 0.1 -0.2 0.4274
H 2.568 -4.405 -0.769 0.1 0.4 -0.1 0.3268
H 3.335 -5.000 1.121 0.5 0.2 -0.6 0.4178
H 2.348 -5.590 2.378 0.4 0.5 0.3 0.4224
H 3.468 -4.143 2.676 -0.7 -0.6 -0.4 0.3929
H -0.262 -3.262 2.656 0.5 0.1 0.3 0.3579
H 1.357 -2.785 3.419 -0.9 -0.4 -0.2 0.3107
H 0.791 -4.433 3.528 -0.2 -0.4 0.0 0.4325
```
Positions in Å, forces in eV/Å.

***

[2]
DFT (ωB97M-V/def2-TZVPD) results for a 5-piece molecular cluster, C25H52BClF4NO6P overall at a distorted geometry.

Frontier orbital gap in eV: 9.80
Lowest unoccupied orbital energy in eV: 0.6
Net charge: 0
HOMO in eV: -9.23

The geometry in XYZ format:
```
91
Properties=species:S:1:pos:R:3:forces:R:3:mulliken_charge:R:1
C 4.886 -0.426 5.118 -0.4 0.3 0.7 -0.5755
O 3.766 -1.121 4.537 0.3 0.6 -0.7 -0.3746
C 2.943 -0.239 3.747 0.1 1.6 0.3 -0.3882
C 1.711 0.388 4.582 0.1 0.1 -1.4 -0.2163
C 0.359 -0.431 4.410 0.4 -0.8 0.1 -0.7598
P -1.193 0.574 4.903 3.2 -0.4 1.3 0.8639
F -0.725 0.260 6.575 -0.6 0.1 -0.6 -0.6100
Cl -1.661 1.037 2.864 0.2 0.1 -0.7 -0.3536
C -0.974 2.425 5.284 -0.7 0.2 1.2 -0.9457
C -2.175 3.347 4.783 0.5 0.9 0.6 -0.2303
C -1.822 4.326 3.590 -1.6 -0.3 -1.2 0.7021
F -2.800 4.129 2.579 1.7 0.5 1.5 -0.2510
F -0.603 4.093 2.972 -2.0 1.0 1.4 -0.2244
F -1.978 5.679 3.957 1.0 -2.5 -0.7 -0.2869
B -2.796 -0.438 5.198 -2.6 -0.6 1.1 1.0658
O -3.892 0.244 5.856 2.1 -0.3 -1.2 -0.6724
N -3.011 -1.861 4.860 -1.4 1.7 -1.0 -0.0319
C -2.706 -2.174 3.435 0.7 -0.3 -1.6 -0.5262
C -4.487 -2.167 5.005 -1.0 -0.8 -0.1 -0.7404
H 4.454 0.317 5.876 0.9 -0.9 -0.7 0.2380
H 5.548 -1.202 5.621 -0.9 1.1 -0.6 0.2481
H 5.492 0.178 4.372 -0.7 -0.9 0.6 0.2402
H 2.620 -0.696 2.763 0.4 0.2 1.3 0.1142
H 3.607 0.660 3.480 -0.9 -1.1 0.1 0.3154
H 2.061 0.501 5.651 -0.8 -0.1 -1.1 0.1867
H 1.533 1.415 4.111 0.4 -1.2 0.8 0.1019
H 0.446 -1.374 5.052 -0.5 1.4 -0.7 0.3703
H 0.170 -0.788 3.346 0.6 0.7 1.3 0.4408
H -0.972 2.497 6.425 0.1 -0.2 -1.6 0.3680
H 0.055 2.765 4.957 -1.4 -0.5 0.0 0.3115
H -2.471 4.016 5.663 0.5 -0.8 -1.3 0.3961
H -3.117 2.791 4.495 1.3 0.5 0.1 -0.2641
H -3.730 1.204 5.874 -0.1 -0.6 0.3 0.3028
H -3.151 -1.409 2.708 0.5 -1.0 1.0 0.0375
H -1.595 -2.230 3.205 -1.3 0.2 0.5 0.1286
H -3.144 -3.177 3.107 0.6 1.2 0.8 0.3206
H -4.721 -3.205 4.581 0.7 1.3 0.7 0.3034
H -4.814 -2.182 6.086 0.5 0.3 -1.2 0.2561
H -5.121 -1.448 4.383 0.8 -0.8 1.0 0.1733
C 4.099 1.158 -0.894 0.1 0.4 0.1 -0.6350
C 4.974 -0.050 -1.140 0.2 -0.3 -0.4 -0.0288
C 4.605 -0.950 0.024 0.0 -0.1 0.3 -0.5124
O 3.237 -0.666 0.350 0.2 0.1 -0.2 -0.4058
C 2.836 0.526 -0.344 -0.4 -0.1 -0.1 -0.1459
H 3.919 1.759 -1.787 0.0 -0.1 0.0 0.2876
H 4.557 1.801 -0.135 0.0 0.0 0.0 0.3495
H 4.692 -0.525 -2.083 0.0 0.1 0.1 -0.2178
H 6.040 0.180 -1.179 0.0 0.0 0.1 0.3774
H 5.214 -0.728 0.907 0.1 -0.1 0.0 0.2125
H 4.712 -2.011 -0.215 -0.1 0.0 0.1 0.3165
H 2.157 0.232 -1.150 0.0 0.1 0.0 0.1743
H 2.299 1.187 0.341 0.0 -0.1 0.1 0.2309
C 2.690 -0.044 -6.083 0.3 0.1 -0.3 -0.4954
C 2.188 -1.390 -5.606 -0.3 -0.3 0.0 -0.2710
C 2.831 -1.499 -4.238 0.2 -0.1 0.2 -0.6471
O 2.961 -0.162 -3.732 -0.1 0.0 -0.4 -0.2331
C 2.701 0.761 -4.798 -0.2 0.2 0.2 -0.5593
H 2.071 0.406 -6.862 0.0 0.0 0.1 0.2174
H 3.709 -0.144 -6.471 -0.1 0.0 0.0 0.2637
H 1.098 -1.365 -5.506 0.1 0.0 0.0 0.1514
H 2.450 -2.217 -6.268 0.0 0.0 0.0 0.2887
H 3.835 -1.932 -4.304 0.0 -0.1 0.0 0.3078
H 2.239 -2.098 -3.542 0.1 0.1 0.1 0.3464
H 1.725 1.223 -4.610 0.0 0.1 -0.1 0.2893
H 3.462 1.545 -4.799 0.0 -0.1 0.1 0.3146
C 1.401 -1.780 -10.634 0.0 -0.1 -0.4 -0.5788
C 0.471 -1.203 -9.588 0.0 0.4 0.2 -0.3256
C 0.282 -2.381 -8.652 -0.1 -0.3 0.1 -0.2845
O 1.490 -3.151 -8.705 -0.1 0.2 -0.2 -0.4168
C 2.288 -2.686 -9.801 0.2 0.0 0.2 -0.3781
H 1.963 -1.026 -11.187 0.0 -0.1 0.0 0.3409
H 0.828 -2.375 -11.353 0.1 0.0 0.0 0.2616
H 0.970 -0.383 -9.061 -0.1 0.0 0.0 0.0583
H -0.468 -0.826 -9.994 0.0 0.0 0.0 0.3651
H -0.540 -3.024 -8.983 -0.1 0.1 0.0 0.3200
H 0.089 -2.072 -7.622 0.1 -0.1 0.0 0.1550
H 3.140 -2.136 -9.387 0.0 0.0 -0.1 0.2309
H 2.667 -3.540 -10.367 0.0 0.0 0.1 0.2845
C -5.443 1.769 1.107 0.1 0.0 -0.4 -0.6387
C -6.862 1.767 1.637 -0.2 0.3 0.2 -0.6118
C -6.978 0.372 2.219 -0.1 -0.3 0.0 -0.5875
O -5.666 -0.001 2.663 -0.1 0.2 -0.2 -0.3275
C -4.716 0.941 2.150 -0.2 0.0 0.1 0.5333
H -5.020 2.767 0.986 0.0 -0.1 0.0 0.3285
H -5.408 1.263 0.137 0.0 0.0 0.0 0.2919
H -6.962 2.513 2.431 0.0 0.0 -0.1 0.2541
H -7.616 1.975 0.876 0.0 0.0 0.1 0.3724
H -7.294 -0.352 1.460 -0.1 0.0 0.0 0.3259
H -7.677 0.323 3.058 0.1 -0.1 0.0 0.2930
H -4.376 1.564 2.983 0.1 0.0 -0.1 -0.4498
H -3.858 0.412 1.740 -0.1 0.0 0.1 0.1733
```
Positions in Å, forces in eV/Å.